The following is a quantum chemistry calculation of a structure of composition C37H27CaCl2N9O12Se, from the Open Molecules 2025 dataset.

ORCA input file:
```
! wB97M-V def2-TZVPD RIJCOSX def2/J DEFGRID3
* xyz -2 1
Ca 0.75218 0.02303 -1.43345
C 4.18635 2.36611 -1.95635
O 3.65420 3.69002 -2.03483
C 2.31120 3.87815 -2.22719
C 1.96530 5.02830 -2.90968
C 0.63172 5.36418 -3.14543
C -0.35537 4.51520 -2.68649
C -0.03604 3.34173 -2.00146
C -1.15004 2.55512 -1.42002
N -0.94593 1.40738 -0.92321
N -1.92202 0.74003 -0.17907
C -1.29671 0.01883 0.74748
O -0.03960 -0.03220 0.93847
C -2.20836 -0.75574 1.66035
C -1.65668 -1.62274 2.59597
C -2.47733 -2.39682 3.40799
C -3.86011 -2.30310 3.29074
C -4.41668 -1.42630 2.36514
C -3.59373 -0.65441 1.55655
C 1.32371 2.98602 -1.74732
O 1.65118 1.91906 -1.05095
H 3.74140 1.70923 -2.70567
H 4.04609 1.92309 -0.97450
H 5.25176 2.47816 -2.15810
H 2.77178 5.65758 -3.26937
H 0.38275 6.27341 -3.67791
H -1.40340 4.74435 -2.85843
H -2.13017 3.03286 -1.32725
H -0.57779 -1.69557 2.65589
H -2.03740 -3.08950 4.11653
H -4.50199 -2.91145 3.91765
H -5.49452 -1.35613 2.26392
H -4.00466 0.02410 0.82017
N 5.14981 -5.94050 0.64605
C 4.58897 -4.95330 0.46591
C 3.89249 -3.69929 0.22449
C 4.35992 -2.82732 -0.75186
C 3.66052 -1.65741 -0.96274
N 2.56699 -1.31449 -0.26906
C 2.14406 -2.15676 0.67666
C 2.77004 -3.36388 0.95425
H 5.23543 -3.06277 -1.33964
H 3.97839 -0.95682 -1.72363
H 1.26098 -1.84467 1.21856
H 2.37014 -4.02328 1.71155
O -6.35907 -4.00527 -0.27594
N -5.86228 -3.16282 -1.00884
O -6.51331 -2.48547 -1.79117
C -4.42670 -2.96658 -0.95912
C -3.66431 -3.75206 -0.10928
C -2.30964 -3.59810 -0.05514
C -1.57454 -2.63399 -0.87649
O -0.35662 -2.46883 -0.85039
C -2.48785 -1.85075 -1.73727
C -3.83659 -2.00231 -1.76591
N -1.91665 -0.82674 -2.63671
O -0.69854 -0.88847 -2.84588
O -2.63621 -0.02330 -3.16180
N -1.61330 -4.44861 0.92883
O -2.28366 -5.24870 1.56882
O -0.41616 -4.32205 1.06735
H -4.14088 -4.47960 0.52779
H -4.43747 -1.37371 -2.40710
C 1.53648 0.51543 4.94678
N 1.47441 1.27496 3.72265
C 2.34387 1.17120 2.67061
Se 3.91985 0.20272 2.66082
N 1.87315 1.99149 1.70670
C 0.70643 2.61757 2.13120
C -0.11762 3.54527 1.52265
C -1.20469 4.00463 2.25624
C -1.45343 3.55402 3.55599
C -0.61797 2.62284 4.16347
C 0.45659 2.16866 3.41796
H 2.34398 -0.20570 4.85070
H 0.58780 -0.00263 5.09938
H 1.73661 1.16735 5.80072
H 2.06653 1.89699 0.68993
H 0.07342 3.88579 0.51512
H -1.87612 4.72578 1.80573
H -2.31144 3.93237 4.09814
H -0.80540 2.26285 5.16784
Cl 3.95737 -0.34546 -5.57723
C 2.15808 -0.33094 -5.48661
Cl 1.48201 0.49939 -6.90736
C 1.69994 0.26756 -4.12955
O 0.99974 1.27273 -4.11012
O 2.12316 -0.42409 -3.14586
H 1.84217 -1.36489 -5.53843
*
```

**Gap between HOMO and LUMO**: 6.3 eV
**E_tot**: -185618.3200 eV